Formula: C20H21CoIN6O5S3Se
Source: the Open Molecules 2025 dataset
Level of theory: the ωB97M-V functional and the def2-TZVPD basis

```
58
Properties=species:S:1:pos:R:3
Co 0.16315 -1.41937 -0.87778
C 3.17192 4.05218 3.71762
C 2.22541 3.38281 2.76137
C 1.27675 4.12666 2.06792
C 0.35080 3.50409 1.24634
C 0.36726 2.12994 1.11116
C 1.30593 1.37020 1.78349
C 2.23671 1.99886 2.59574
S -0.87945 1.32777 0.09216
O -1.54319 0.34466 0.92022
O -1.73179 2.38070 -0.43795
N -0.14271 0.51957 -1.06633
C 0.51604 1.26794 -2.08729
C 1.33148 0.25258 -2.94947
O 2.23743 0.68585 -3.65694
O 1.02095 -0.95548 -2.79645
H 3.26026 5.11634 3.50473
H 4.16108 3.59944 3.68198
H 2.79458 3.94663 4.73657
H 1.24813 5.20209 2.18337
H -0.40293 4.06559 0.71549
H 1.30085 0.29673 1.66870
H 2.97202 1.40583 3.12085
H 1.20028 2.01949 -1.66114
H -0.19755 1.79389 -2.73963
S 1.00889 -3.81034 -1.21383
C 0.03052 -4.10166 0.16410
S -0.24913 -2.67220 1.09584
C -0.48954 -5.33946 0.49972
C -0.14492 -6.50248 -0.20077
N 0.13671 -7.48352 -0.73226
C -1.41914 -5.49037 1.53492
N -2.21396 -5.63093 2.35650
C -3.19221 0.79543 -2.65840
N -3.56541 0.19972 -1.40903
C -4.31198 0.81060 -0.44537
C -4.42964 -0.06055 0.58563
N -3.75597 -1.19658 0.24519
C -3.59249 -2.34616 1.08607
C -3.19067 -1.01216 -0.96104
Se -2.14137 -2.21896 -1.89106
H -4.07670 0.96084 -3.27687
H -2.50431 0.12540 -3.17237
H -2.70255 1.74729 -2.45689
H -4.66430 1.81402 -0.56754
H -4.91653 0.03547 1.53342
H -4.50128 -2.51261 1.66209
H -2.75651 -2.19608 1.77264
H -3.38205 -3.21832 0.46621
N 3.62005 -1.57587 -1.86898
C 3.13312 -0.67320 -1.00518
O 2.25132 -0.92487 -0.18733
C 3.77518 0.69240 -1.02745
I 5.86149 0.56200 -0.58891
H 3.05249 -2.40927 -1.97947
H 4.06864 -1.25546 -2.71515
H 3.33526 1.32944 -0.26474
H 3.68359 1.14346 -2.01441
```

Its total energy is -6756.05202 Ha. The highest occupied orbital energy (alpha / beta) comes out at -0.1942 / -0.1947 hartree. As for the relative energy (zero: lowest compared OMol25 entry of this formula, charge and spin): 174.8 kJ/mol. As for the molar mass: 786.42 g mol⁻¹. The total charge is -1.


Formula: C20H21CoN5OS3
Source: the Open Molecules 2025 dataset
Level of theory: the ωB97M-V functional and the def2-TZVPD basis

```
51
Properties=species:S:1:pos:R:3
Co -0.63337 0.15564 -0.31929
C -0.85970 -3.42103 -2.47072
C -1.08383 -2.41776 -1.38071
N -0.54329 -1.22050 -1.53712
N 0.01654 -0.99232 -2.78486
C 0.62709 0.12848 -2.89191
S 0.75372 1.24942 -1.58543
S 1.40569 0.44972 -4.43788
C 1.06513 2.22838 -4.60917
C -0.40764 2.56921 -4.66728
C -0.90444 3.61465 -3.89301
C -2.24054 3.98649 -3.97714
C -3.09826 3.30898 -4.83307
C -2.61227 2.25527 -5.59508
C -1.27767 1.88803 -5.51247
C -1.88216 -2.76817 -0.22287
C -2.65738 -3.94978 -0.23341
C -3.41531 -4.32331 0.84217
C -3.41027 -3.53005 2.00165
C -2.67894 -2.37328 2.04712
C -1.91825 -1.95488 0.93856
O -1.24728 -0.83917 1.04039
H 0.15219 -3.33231 -2.85230
H -1.52933 -3.20683 -3.30626
H -1.02626 -4.43233 -2.12032
H 1.56423 2.48972 -5.54409
H 1.56176 2.79563 -3.82420
H -0.23231 4.15420 -3.23585
H -2.60380 4.82275 -3.39404
H -4.13556 3.60675 -4.91814
H -3.27397 1.73057 -6.27203
H -0.90300 1.06873 -6.11327
H -2.67593 -4.56719 -1.11813
H -4.00848 -5.22545 0.80425
H -3.99315 -3.83492 2.86052
H -2.66245 -1.74424 2.92692
C -4.49807 -0.17824 -1.75708
C -3.87596 1.14688 -2.20360
C -3.10518 1.78118 -1.09814
N -2.02746 1.30403 -0.59915
N -1.42633 1.97555 0.41844
C -2.10049 3.04034 0.74740
N -1.73492 3.90450 1.69724
S -3.53473 3.23507 -0.24399
H -5.04263 -0.63020 -2.58403
H -5.19339 -0.03090 -0.93084
H -3.72705 -0.87933 -1.43438
H -4.63320 1.84541 -2.55845
H -3.18527 0.99650 -3.03735
H -0.93255 3.69048 2.26687
H -2.35109 4.63466 2.00606
```

Its total energy is -3700.85540 Ha. The highest occupied orbital energy (alpha / beta) comes out at -0.4075 / -0.4074 hartree. As for the relative energy (zero: lowest compared OMol25 entry of this formula, charge and spin): 6.2 kJ/mol. As for the molar mass: 502.56 g mol⁻¹. The total charge is +1.


Formula: C20H21F6N2O5OsS2SeSi
Source: the Open Molecules 2025 dataset
Level of theory: the ωB97M-V functional and the def2-TZVPD basis

```
59
Properties=species:S:1:pos:R:3
Os -0.16511 -0.11715 0.29947
C -2.81406 -1.48272 3.49781
C -3.27974 -2.66892 2.94839
C -2.88238 -3.04396 1.67360
C -2.01510 -2.23451 0.95314
C -1.50637 -1.04280 1.50868
C -1.92747 -0.68688 2.78939
C -1.65651 -2.50873 -0.44594
C -1.85292 -3.75632 -1.06260
C -1.50213 -3.91576 -2.36921
C -1.03657 -2.81584 -3.12308
C -0.74015 -2.92576 -4.49626
C -0.36280 -1.81685 -5.20197
C -0.30315 -0.56562 -4.56935
C -0.57365 -0.43262 -3.22974
C -0.90580 -1.57248 -2.46332
N -1.13263 -1.47145 -1.10553
H -3.13895 -1.17882 4.48428
H -3.96258 -3.29550 3.50548
H -3.27929 -3.95254 1.24218
H -1.57620 0.22783 3.23831
H -2.23712 -4.58241 -0.48484
H -1.59726 -4.88013 -2.85270
H -0.83365 -3.89114 -4.97571
H -0.13574 -1.88861 -6.25646
H -0.04436 0.32302 -5.12995
H 0.31240 1.23136 -2.89220
F 2.53249 -2.58801 -0.58274
C 3.40064 -1.64026 -0.98165
F 3.91698 -1.06593 0.08799
F 4.35380 -2.20718 -1.70446
S 2.39953 -0.46840 -2.04136
O -0.54615 0.78381 -2.61965
O 1.50554 0.04214 -0.92355
N 1.62161 1.34550 -3.43899
S 2.93648 1.86064 -3.12449
O 4.01672 2.27797 -3.94877
O 3.60264 0.56113 -2.11004
C 2.93580 3.13105 -1.75180
F 3.95328 2.97724 -0.92008
F 2.97957 4.33502 -2.29668
F 1.79422 3.02805 -1.04646
C -1.17348 3.24945 2.83037
Si 0.24144 2.34576 3.62095
C 1.72142 3.42513 3.91076
C -0.22189 1.37797 5.14838
Se 1.15602 0.85978 2.00874
H -1.62810 3.91009 3.57396
H -1.94900 2.58103 2.45528
H -0.82645 3.86635 2.00077
H 1.44783 4.20559 4.62653
H 2.06265 3.91180 2.99665
H 2.55246 2.85988 4.33463
H 0.24957 1.85203 6.01179
H 0.11554 0.34205 5.11576
H -1.30058 1.38363 5.31214
O -1.01219 2.00804 -0.31391
H -1.43701 1.82769 -1.17139
H -0.25204 2.56626 -0.54056
```

Its total energy is -5437.30316 Ha. The highest occupied orbital energy (alpha / beta) comes out at -0.4208 / -0.4212 hartree. Its expectation value of S² is 6.04. As for the relative energy (zero: lowest compared OMol25 entry of this formula, charge and spin): 161.1 kJ/mol. As for the spin multiplicity: 5. As for the molar mass: 844.80 g mol⁻¹. The total charge is +1.


Formula: C20H21FeN3OS
Source: the Open Molecules 2025 dataset
Level of theory: the ωB97M-V functional and the def2-TZVPD basis

```
47
Properties=species:S:1:pos:R:3
Fe 8.93028 6.04039 13.17922
N 10.58329 5.13838 13.95356
C 11.24906 6.11113 14.84960
C 12.59054 6.46406 14.65707
C 13.18970 7.41676 15.38683
C 12.51781 7.91369 16.54757
C 11.21393 7.56476 16.72480
C 10.52472 6.69477 15.86997
C 9.11376 6.41254 16.12774
C 8.66387 6.48360 17.47557
C 7.35486 6.32219 17.73099
C 6.41734 6.06851 16.68377
C 6.82126 6.08332 15.34994
C 8.17310 6.17694 15.05745
H 10.20944 4.36280 14.49263
H 11.29730 4.70937 13.32990
H 13.09671 5.96639 13.85487
H 14.24625 7.67233 15.19688
H 12.94351 8.60117 17.25611
H 10.55788 8.02047 17.47610
H 9.46818 6.65798 18.23855
H 6.89509 6.35794 18.68613
H 5.40443 5.89083 16.87785
H 6.10833 5.94791 14.53571
C 10.25265 9.13114 13.20556
C 9.33735 8.20335 12.52207
O 8.42016 8.55604 11.83186
H 10.12759 10.17446 12.79502
H 11.25300 8.87601 13.27286
H 9.83455 9.12606 14.27154
C 5.42906 8.72698 10.06615
C 5.99700 7.43933 9.63180
C 5.67114 6.78559 8.47354
C 6.27040 5.52445 8.17699
N 6.96775 4.86033 9.08171
C 7.29612 5.48039 10.22160
S 8.21714 4.67813 11.44330
N 6.88499 6.81554 10.40497
C 6.07814 4.88572 6.88479
H 6.17938 9.51794 10.26022
H 5.01214 8.55726 11.05785
H 4.65869 9.02003 9.41300
H 4.91506 7.11312 7.77844
H 7.33472 7.29179 11.14892
H 6.36624 5.54144 6.07126
H 5.11203 4.41012 6.77100
H 6.84821 4.04877 6.83898
```

Its total energy is -2675.85198 Ha. The highest occupied orbital energy (alpha / beta) comes out at -0.4017 / -0.4046 hartree. Its expectation value of S² is 8.77. As for the relative energy (zero: lowest compared OMol25 entry of this formula, charge and spin): 4.0 kJ/mol. As for the spin multiplicity: 6. As for the molar mass: 407.32 g mol⁻¹. The total charge is +1.


Which of these has the highest relative energy (zero: lowest compared OMol25 entry of this formula, charge and spin)?
C20H21CoIN6O5S3Se


Which formula does entry 2 have?
C20H21CoN5OS3


Which value of total charge does entry 3 give?
+1